The following is a quantum chemistry calculation of a structure of composition C14H30NO2PPbSi at a distorted geometry, from OMol25.

total charge	0
LUMO (spin up / spin down)	-0.3 / -0.2	eV
gap between HOMO and LUMO (spin up / spin down)	6.217 / 5.813	eV

Element x y z (Å)
Pb  -0.104  0.175  0.253
Si  2.577  0.188  -0.114
P  -0.707  0.596  -2.192
N  -0.112  -1.977  0.550
H  -0.378  3.345  2.693
C  -2.470  0.864  -2.363
H  -2.669  1.013  -3.429
H  -2.785  1.739  -1.784
H  -3.020  -0.004  -1.984
C  0.252  2.056  -2.670
H  -0.051  2.275  -3.705
H  1.334  1.868  -2.608
H  0.018  2.908  -2.012
C  -0.155  -0.898  -3.048
H  -0.272  -0.701  -4.126
H  -0.767  -1.758  -2.734
H  0.891  -1.135  -2.801
C  3.051  2.004  0.164
H  2.791  2.387  1.159
H  2.623  2.700  -0.567
H  4.145  2.062  0.075
H  3.318  -0.639  0.875
H  2.788  -0.215  -1.541
C  -0.057  -3.187  0.100
C  -1.176  -5.368  0.125
C  -1.233  -4.007  0.310
C  1.132  -3.826  -0.448
C  1.152  -5.190  -0.624
C  0.010  -5.957  -0.343
H  -2.066  -5.963  0.346
H  -2.109  -3.457  0.693
H  1.997  -3.150  -0.619
H  2.070  -5.671  -0.988
H  0.041  -7.025  -0.494
C  -0.867  3.244  1.727
O  -0.462  1.945  1.404
C  -2.349  3.311  1.991
H  -2.796  4.292  1.876
H  -2.557  3.006  3.011
H  -2.920  2.634  1.362
C  -0.297  4.320  0.839
H  -1.025  4.667  0.115
H  0.579  3.991  0.286
H  0.013  5.195  1.402
C  0.230  -0.710  3.461
O  1.140  -0.128  2.528
H  -0.654  -0.076  3.556
H  0.626  -0.876  4.466
H  -0.063  -1.657  3.022
H  1.345  0.789  2.802

Atoms 1-2, force components in eV/Å:
1.1 -0.7 0.6
-1.1 0.8 0.3

These are the Mulliken partial charges, in e, on atoms 1 to 4: number 1, Pb, carries 0.813; number 2, Si, carries 0.582; number 3, P, carries 0.541; number 4, N, carries -0.427